Record 1
C4H7NO | ωB97M-V/def2-TZVPD

```
13
Properties=species:S:1:pos:R:3
O 1.69 1.23 1.03
C 2.15 0.77 -0.09
C -0.52 -0.95 -1.04
C -1.13 -0.63 0.32
C -1.25 0.82 0.53
N -1.27 1.97 0.69
H 1.03 1.93 0.84
H 2.86 -0.03 0.25
H 0.42 -0.40 -1.19
H -0.32 -2.03 -1.11
H -1.19 -0.67 -1.86
H -0.51 -1.01 1.13
H -2.12 -1.08 0.44
```

E_LUMO	0.646	eV
spin multiplicity	1
energy relative to the best compared isomer or geometry (same formula, charge and spin)	3.816	eV
highest occupied orbital energy	-0.325	Eh
E_tot	-286.491422	hartree


Record 2
C2H8N2O3P | ωB97M-V/def2-TZVPD

```
16
Properties=species:S:1:pos:R:3
C 2.33 0.51 -0.40
C -0.57 -0.84 0.53
N 1.96 1.39 0.62
N -0.79 -2.03 -0.20
O -3.04 0.20 0.33
O -1.65 0.24 -1.71
O -0.96 1.82 0.28
P -1.49 0.50 -0.25
H 2.42 0.90 -1.38
H 2.70 -0.45 -0.26
H 0.38 -0.58 0.88
H 1.02 1.89 0.25
H 1.65 0.93 1.43
H -1.16 -1.67 -1.13
H 0.04 -2.71 -0.18
H -2.83 -0.11 1.19
```

E_LUMO (spin up / spin down)	3.744 / 3.942	eV
charge	-1
spin multiplicity	1
energy relative to the best compared isomer or geometry (same formula, charge and spin)	3.341	eV
highest occupied orbital energy (spin up / spin down)	-0.116 / -0.129	Eh
E_tot	-757.621838	hartree


Record 3
C4H7NO3 | ωB97M-V/def2-TZVPD

```
15
Properties=species:S:1:pos:R:3
C -0.17 -0.90 1.39
C -0.03 1.72 -2.08
C -0.12 -0.57 -0.98
C -0.25 0.96 -0.81
N -0.55 -1.91 2.14
O 0.02 -1.36 0.10
O -0.08 -1.09 -2.06
O -0.51 1.51 0.23
H -0.57 -2.87 1.80
H -0.71 -1.75 3.12
H 1.00 0.24 2.12
H 1.82 0.35 2.24
H -0.67 1.30 -2.86
H 1.00 1.57 -2.41
H -0.19 2.78 -1.93
```

E_LUMO	-0.131	eV
spin multiplicity	1
energy relative to the best compared isomer or geometry (same formula, charge and spin)	4.568	eV
highest occupied orbital energy	-0.310	Eh
E_tot	-436.975526	hartree


Record 4
C3H4N4 | ωB97M-V/def2-TZVPD

```
11
Properties=species:S:1:pos:R:3
C -1.87 -0.18 -0.04
C -0.23 -0.21 0.09
C 1.60 0.93 0.03
H -2.35 -0.35 1.01
H -2.09 0.76 -0.38
H -2.05 -1.00 -0.71
H 2.12 1.92 -0.27
N 0.30 0.95 0.15
N 2.37 -0.18 0.03
N 1.77 -1.31 0.00
N 0.44 -1.34 0.09
```

E_LUMO	-0.396	eV
structure (SMILES)	Cc1ncnnn1
spin multiplicity	1
energy relative to the best compared isomer or geometry (same formula, charge and spin)	3.396	eV
highest occupied orbital energy	-0.364	Eh
E_tot	-335.648515	hartree


Record 5
C8H17O5Pt | ωB97M-V/def2-TZVPD

```
31
Properties=species:S:1:pos:R:3
Pt 0.82 0.69 0.03
C 3.02 -1.37 -1.15
O 2.71 -0.47 -0.07
C 3.15 -0.90 1.23
C 1.97 -1.50 1.95
O 0.94 -0.51 1.90
C -0.28 -0.92 2.56
H 4.10 -1.48 -1.22
H 2.64 -0.91 -2.06
H 2.55 -2.34 -0.99
H 3.51 -0.01 1.75
H 3.97 -1.61 1.13
H 2.22 -1.71 3.00
H 1.62 -2.42 1.47
H -0.06 -1.12 3.60
H -0.68 -1.81 2.07
H -0.98 -0.09 2.47
C -3.17 1.80 -0.27
C -2.05 1.24 -1.12
C -2.54 0.64 -2.42
O -1.37 0.19 -0.33
C -1.05 2.36 -1.41
O -1.35 3.27 -2.12
O 0.15 2.31 -0.80
H -3.92 1.03 -0.08
H -3.64 2.63 -0.79
H -2.79 2.16 0.69
H -3.28 -0.14 -2.22
H -1.72 0.22 -3.00
H -3.00 1.42 -3.02
H -1.50 -0.65 -0.78
```

E_LUMO (spin up / spin down)	-3.084 / -5.483	eV
charge	+1
spin multiplicity	3
energy relative to the best compared isomer or geometry (same formula, charge and spin)	0.000	eV
<S²>	2.005
highest occupied orbital energy (spin up / spin down)	-0.477 / -0.486	Eh
E_tot	-810.189175	hartree


Record 6
C3H7N | ωB97M-V/def2-TZVPD

```
11
Properties=species:S:1:pos:R:3
C 0.19 -0.91 -0.38
C 0.85 0.50 -0.42
C -0.85 -0.25 0.58
H 0.77 -1.81 -0.05
H -0.42 -1.31 -1.29
H 1.35 0.94 -1.30
H 1.57 0.57 0.36
H -0.54 1.95 0.43
H -0.59 -0.26 1.63
H -1.88 -0.46 0.51
N -0.45 1.04 -0.08
```

E_LUMO	1.278	eV
structure (SMILES)	C1CNC1
spin multiplicity	1
energy relative to the best compared isomer or geometry (same formula, charge and spin)	1.163	eV
highest occupied orbital energy	-0.321	Eh
E_tot	-173.199353	hartree


Record 7
C55H121AsF6N6O3 | ωB97M-V/def2-TZVPD

```
192
Properties=species:S:1:pos:R:3
C 1.31 3.93 -0.60
C 2.83 3.80 -0.63
C 3.48 4.79 -1.64
C 4.24 5.97 -0.99
N 4.65 7.07 -1.95
C 5.41 8.17 -1.19
C 6.56 8.54 -2.14
C 6.46 7.65 -3.39
C 5.59 6.44 -2.99
C 3.44 7.67 -2.61
H 0.78 3.16 -0.04
H 0.96 3.95 -1.63
H 0.95 4.91 -0.26
H 3.05 2.78 -0.94
H 3.33 3.86 0.34
H 2.91 4.89 -2.56
H 4.34 4.20 -1.99
H 5.21 5.65 -0.62
H 3.66 6.42 -0.18
H 4.70 8.95 -0.95
H 5.82 7.63 -0.34
H 6.63 9.61 -2.36
H 7.52 8.30 -1.68
H 5.90 8.13 -4.19
H 7.45 7.30 -3.69
H 4.93 6.20 -3.82
H 6.10 5.54 -2.65
H 3.83 8.59 -3.06
H 2.78 8.17 -1.90
H 2.90 7.03 -3.29
C -2.00 -11.21 -0.88
C -2.42 -10.04 0.01
C -1.48 -8.85 -0.13
C -1.84 -7.67 0.79
N -0.95 -6.45 0.60
C -1.36 -5.54 1.76
C -1.55 -4.19 1.11
C -2.27 -4.56 -0.21
C -1.40 -5.72 -0.66
C 0.52 -6.76 0.64
H -2.81 -11.95 -0.88
H -1.17 -11.74 -0.40
H -1.75 -11.05 -1.93
H -2.28 -10.45 1.02
H -3.47 -9.78 -0.04
H -1.61 -8.46 -1.15
H -0.46 -9.24 -0.02
H -1.66 -8.04 1.80
H -2.88 -7.41 0.64
H -0.61 -5.55 2.55
H -2.28 -5.91 2.20
H -0.64 -3.61 0.99
H -2.20 -3.46 1.60
H -2.18 -3.72 -0.90
H -3.29 -4.92 -0.07
H -0.48 -5.33 -1.09
H -1.89 -6.38 -1.37
H 0.75 -7.45 1.44
H 0.94 -5.76 0.73
H 0.81 -7.17 -0.33
C 5.79 -3.48 -5.93
C 4.58 -2.80 -6.54
C 3.31 -2.99 -5.68
C 3.18 -1.98 -4.57
N 1.83 -1.95 -3.84
C 0.68 -2.09 -4.81
C -0.48 -1.36 -4.13
C 0.19 -0.07 -3.61
C 1.51 -0.62 -3.10
C 1.78 -3.10 -2.84
H 6.67 -3.52 -6.58
H 5.64 -4.53 -5.66
H 6.10 -2.90 -5.06
H 4.43 -3.07 -7.58
H 4.81 -1.73 -6.49
H 3.34 -3.97 -5.17
H 2.45 -3.21 -6.32
H 3.27 -0.95 -4.93
H 3.90 -2.04 -3.75
H 0.47 -3.14 -4.99
H 0.99 -1.59 -5.73
H -0.78 -1.91 -3.24
H -1.33 -1.19 -4.78
H -0.40 0.28 -2.77
H 0.34 0.74 -4.32
H 1.60 -0.82 -2.03
H 2.40 -0.02 -3.30
H 2.69 -2.97 -2.27
H 1.80 -4.00 -3.45
H 0.84 -3.19 -2.30
C -3.04 5.00 1.81
C -1.81 4.97 0.90
C -2.02 5.20 -0.59
C -3.33 4.62 -1.04
N -3.42 4.32 -2.53
C -4.15 3.01 -2.88
C -3.88 2.81 -4.37
C -2.41 3.27 -4.58
C -2.13 3.99 -3.25
C -3.97 5.55 -3.20
H -3.50 4.01 1.68
H -3.78 5.75 1.53
H -2.83 5.07 2.87
H -1.35 4.00 1.08
H -1.01 5.62 1.28
H -1.19 4.73 -1.10
H -1.93 6.28 -0.77
H -4.25 5.13 -0.74
H -3.52 3.65 -0.56
H -5.20 3.21 -2.67
H -3.70 2.17 -2.37
H -4.53 3.50 -4.90
H -4.03 1.80 -4.72
H -2.49 4.00 -5.39
H -1.76 2.47 -4.93
H -1.54 4.89 -3.38
H -1.54 3.29 -2.65
H -5.00 5.67 -2.87
H -3.96 5.46 -4.29
H -3.29 6.38 -3.07
C -6.48 -4.41 2.36
C -5.83 -3.06 2.08
C -5.86 -2.16 3.31
C -5.47 -0.70 3.05
N -5.16 0.03 4.34
C -3.92 -0.58 5.01
C -3.18 0.62 5.55
C -3.15 1.54 4.34
C -4.62 1.44 3.96
C -6.41 0.18 5.19
H -6.17 -4.85 3.30
H -6.35 -5.06 1.49
H -7.55 -4.21 2.39
H -6.41 -2.57 1.30
H -4.76 -3.16 1.87
H -5.20 -2.62 4.05
H -6.88 -2.14 3.71
H -6.39 -0.23 2.71
H -4.67 -0.57 2.33
H -4.30 -1.05 5.92
H -3.40 -1.28 4.36
H -3.58 1.04 6.47
H -2.15 0.33 5.75
H -3.03 2.61 4.51
H -2.37 1.20 3.66
H -5.17 2.24 4.45
H -4.74 1.59 2.88
H -6.72 -0.79 5.57
H -7.08 0.81 4.63
H -6.00 0.75 6.02
C 3.46 -3.56 2.18
C 3.79 -2.40 1.22
C 3.94 -1.05 1.89
C 2.66 -0.63 2.58
N 2.92 0.47 3.58
C 1.60 1.06 4.09
C 1.75 2.57 4.21
C 3.21 2.86 3.85
C 3.62 1.73 2.97
C 3.81 0.06 4.72
H 2.40 -3.60 2.46
H 4.26 -3.69 2.90
H 3.49 -4.49 1.59
H 2.96 -2.40 0.50
H 4.66 -2.69 0.62
H 4.14 -0.29 1.12
H 4.90 -1.00 2.41
H 2.27 -1.38 3.27
H 1.89 -0.37 1.86
H 1.34 0.62 5.06
H 0.81 0.70 3.44
H 1.57 2.91 5.23
H 1.07 2.97 3.46
H 3.79 2.89 4.77
H 3.21 3.82 3.34
H 4.69 1.55 2.97
H 3.28 1.77 1.93
H 3.79 0.79 5.52
H 4.84 -0.09 4.39
H 3.48 -0.91 5.10
As -0.89 0.49 0.67
F -0.45 -0.84 1.75
F 0.81 0.61 0.17
F -1.24 1.73 -0.56
F -2.54 0.44 1.17
F -0.62 1.73 1.89
F -1.09 -0.73 -0.57
O -0.06 -1.58 4.49
C 0.17 -2.88 4.96
O 0.09 -3.05 6.19
O 0.37 -3.80 4.12
H 0.02 -1.77 3.53
```

E_LUMO	-7.298	eV
charge	+4
spin multiplicity	1
highest occupied orbital energy	-0.489	Eh
E_tot	-5556.242844	hartree


Record 8
C4H7NO | ωB97M-V/def2-TZVPD

```
13
Properties=species:S:1:pos:R:3
C -2.06 -0.97 0.08
N -1.48 0.33 -0.44
C -0.30 0.41 0.01
C 1.00 1.25 0.11
C 1.44 0.07 1.00
O 0.21 -0.59 0.79
H -1.41 -1.62 0.69
H -2.35 -1.58 -0.77
H -2.90 -0.72 0.73
H 0.94 2.21 0.63
H 1.60 1.38 -0.79
H 2.22 -0.58 0.61
H 1.53 0.25 2.07
```

E_LUMO	0.943	eV
spin multiplicity	1
energy relative to the best compared isomer or geometry (same formula, charge and spin)	2.458	eV
highest occupied orbital energy	-0.351	Eh
E_tot	-286.541328	hartree


Record 9
CH5BS2 | ωB97M-V/def2-TZVPD

```
9
Properties=species:S:1:pos:R:3
B 1.24 -0.56 0.03
C 2.16 0.67 -0.06
S -3.75 0.13 -0.05
S 0.18 -1.76 0.07
H 3.12 0.51 0.43
H 1.69 1.54 0.41
H 2.36 0.94 -1.10
H -4.42 -0.97 0.29
H -2.59 -0.51 -0.01
```

E_LUMO (spin up / spin down)	0.321 / -3.177	eV
spin multiplicity	3
energy relative to the best compared isomer or geometry (same formula, charge and spin)	1.526	eV
<S²>	2.003
highest occupied orbital energy (spin up / spin down)	-0.147 / -0.380	Eh
E_tot	-862.130034	hartree


Record 10
C14H47O17P3 | ωB97M-V/def2-TZVPD

```
81
Properties=species:S:1:pos:R:3
C -2.19 -4.39 0.83
O -2.85 -4.19 -0.41
P -2.94 -2.72 -1.00
O -1.71 -1.95 -1.07
O -3.62 -2.96 -2.40
C -4.66 -3.92 -2.50
O -4.04 -2.02 -0.08
C -3.62 -1.21 1.01
H -1.70 -3.49 1.21
H -2.82 -4.70 1.67
H -1.42 -5.14 0.65
H -5.33 -3.97 -1.63
H -4.26 -4.93 -2.61
H -5.31 -3.73 -3.36
H -4.17 -1.49 1.91
H -3.90 -0.18 0.80
H -2.55 -1.20 1.24
C 0.99 0.82 -1.56
O 0.84 -0.03 -0.42
P 0.90 0.51 1.05
O 1.00 1.96 1.23
O -0.27 -0.18 1.83
C -0.49 0.22 3.18
O 2.13 -0.24 1.71
C 3.48 0.06 1.32
H 1.71 0.37 -2.23
H 1.29 1.82 -1.26
H 0.05 0.98 -2.09
H -0.94 -0.61 3.73
H -1.05 1.15 3.26
H 0.49 0.34 3.66
H 4.01 0.20 2.26
H 3.56 0.95 0.70
H 3.90 -0.80 0.80
C -1.64 -0.87 -4.48
O -1.69 0.56 -4.48
P -0.81 1.45 -5.42
O 0.28 0.77 -6.11
O -1.84 2.17 -6.39
C -2.98 2.84 -5.82
O -0.35 2.60 -4.42
C 0.11 3.84 -4.94
H -0.85 -1.24 -5.12
H -2.56 -1.25 -4.94
H -1.67 -1.26 -3.47
H -3.78 2.10 -5.77
H -3.23 3.69 -6.45
H -2.75 3.17 -4.81
H 1.16 3.96 -4.71
H -0.53 4.67 -4.63
H 0.05 3.89 -6.03
C -0.13 0.14 6.79
O -0.90 -1.01 6.44
H -0.42 1.00 6.18
H -0.22 0.46 7.84
H 0.92 -0.08 6.63
H -1.75 -0.60 6.27
C 6.60 -1.15 3.65
O 5.74 -1.74 4.60
H 6.98 -1.92 2.97
H 6.15 -0.32 3.11
H 7.48 -0.76 4.17
H 5.18 -2.41 4.18
C -2.07 3.36 -1.77
O -3.28 3.43 -1.03
H -1.92 4.31 -2.29
H -1.15 3.20 -1.19
H -2.02 2.51 -2.46
H -3.14 2.93 -0.23
C 2.08 -3.63 4.30
O 2.76 -2.67 3.53
H 2.17 -3.53 5.38
H 1.02 -3.71 4.03
H 2.43 -4.66 4.08
H 2.59 -2.82 2.60
C 3.63 3.71 -0.08
O 4.75 3.96 -0.89
H 3.87 3.26 0.89
H 2.97 4.58 0.04
H 2.97 3.02 -0.61
H 5.28 4.69 -0.56
```

E_LUMO	0.304	eV
structure (SMILES)	COP(=O)(OC)OC.COP(=O)(OC)OC.COP(=O)(OC)OC.CO.CO.CO.CO.CO
spin multiplicity	1
energy relative to the best compared isomer or geometry (same formula, charge and spin)	0.792	eV
highest occupied orbital energy	-0.372	Eh
E_tot	-2864.912168	hartree


Record 11
C5H14N2 | ωB97M-V/def2-TZVPD

```
21
Properties=species:S:1:pos:R:3
C -2.20 -0.72 -1.77
C -1.18 -0.92 -0.69
N -0.33 0.29 -0.52
C 2.13 0.27 -0.45
C 0.84 0.06 0.35
C 0.78 1.03 1.54
N 0.17 0.42 2.76
H -1.99 -1.12 -2.77
H -2.34 0.32 -2.08
H -3.20 -1.02 -1.47
H -1.65 -1.09 0.28
H -0.46 -1.72 -0.94
H -0.02 0.61 -1.43
H 2.00 -0.15 -1.45
H 2.30 1.33 -0.65
H 2.97 -0.28 -0.05
H 0.83 -0.95 0.74
H 1.81 1.25 1.83
H 0.30 1.95 1.26
H -0.67 0.96 2.98
H -0.08 -0.53 2.52
```

E_LUMO	1.095	eV
structure (SMILES)	CCN[C@@H](C)CN
spin multiplicity	1
energy relative to the best compared isomer or geometry (same formula, charge and spin)	1.160	eV
highest occupied orbital energy	-0.314	Eh
E_tot	-308.380413	hartree


Record 12
C16H15F9O8S | ωB97M-V/def2-TZVPD

```
49
Properties=species:S:1:pos:R:3
O -3.70 5.88 -4.49
C -2.93 4.80 -4.32
C -1.89 4.20 -5.47
C -1.76 2.69 -5.60
C -2.68 1.81 -4.52
O -3.24 0.65 -4.93
C -2.83 2.46 -3.01
C -2.79 1.57 -1.60
C -1.37 1.93 -0.88
C -0.75 0.77 0.10
F -1.55 0.59 1.37
F -0.98 -0.53 -0.64
C 0.86 0.83 0.33
F 1.49 0.62 -1.03
F 1.31 -0.36 1.14
S 1.58 2.38 1.03
F 3.15 1.85 0.46
F 1.95 1.49 2.49
F 0.13 2.96 1.70
F 1.44 3.29 -0.41
F 2.38 3.72 1.74
C -2.96 3.94 -2.89
H -1.25 4.90 -6.17
H -1.07 2.21 -6.41
H -3.75 1.85 -0.95
H -2.93 0.46 -1.94
H -0.56 2.30 -1.68
H -1.57 2.89 -0.20
H -3.04 4.43 -1.83
C -0.43 -3.46 1.36
C -0.14 -4.14 0.06
O 0.05 -5.49 0.44
C -0.60 -5.67 1.62
O -0.79 -6.75 2.15
O -1.03 -4.48 2.14
H -1.11 -2.61 1.24
H 0.48 -3.12 1.86
H -0.99 -4.09 -0.64
H 0.75 -3.75 -0.44
C 3.82 -1.72 4.48
C 2.60 -2.59 4.49
O 2.36 -2.82 3.11
C 3.55 -2.65 2.47
O 3.75 -2.94 1.30
O 4.49 -2.11 3.30
H 4.45 -1.88 5.36
H 3.57 -0.65 4.41
H 2.77 -3.55 4.98
H 1.74 -2.09 4.95
```

E_LUMO	-2.978	eV
structure (SMILES)	O=C1C=CC(=O)C(CCC(F)(F)C(F)(F)S(F)(F)(F)(F)F)=C1.O=C1OCCO1.O=C1OCCO1
spin multiplicity	1
highest occupied orbital energy	-0.385	Eh
E_tot	-2517.155032	hartree


Record 13
C5H8FNS | ωB97M-V/def2-TZVPD

```
16
Properties=species:S:1:pos:R:3
C -1.57 1.16 -0.12
C -0.83 -0.13 0.17
C 0.61 -0.04 0.62
C 1.58 -1.19 0.25
C 1.58 0.89 -0.24
H -1.87 1.15 -1.15
H -2.49 1.16 0.45
H 0.68 0.16 1.70
H 1.17 -1.84 -0.58
H 1.94 -1.76 1.11
H 3.01 -0.40 -1.20
H 1.95 1.78 0.28
H 1.17 1.12 -1.24
N 2.57 -0.20 -0.27
F -0.73 2.28 0.10
S -1.57 -1.54 -0.15
```

E_LUMO	-0.390	eV
structure (SMILES)	FCC(=S)C1CNC1
spin multiplicity	1
energy relative to the best compared isomer or geometry (same formula, charge and spin)	1.391	eV
highest occupied orbital energy	-0.327	Eh
E_tot	-748.054781	hartree


Record 14
C5H10O2 | ωB97M-V/def2-TZVPD

```
17
Properties=species:S:1:pos:R:3
C 1.73 -0.39 -0.68
C 0.96 0.08 0.59
C 0.42 1.22 0.24
C -1.11 1.08 -0.09
C -0.90 -1.15 -0.06
H 2.84 0.22 -0.71
H 1.32 -0.15 -1.76
H 1.94 -1.59 -0.67
H 1.61 0.31 1.37
H 0.69 2.06 0.97
H 0.96 1.50 -0.70
H -1.48 1.99 -0.60
H -1.98 0.86 0.67
H -0.42 -2.05 -0.48
H -1.72 -1.59 0.51
O -1.12 -0.11 -0.93
O -0.18 -0.72 1.11
```

E_LUMO	0.965	eV
structure (SMILES)	C[C@H]1CCOCO1
spin multiplicity	1
energy relative to the best compared isomer or geometry (same formula, charge and spin)	5.041	eV
highest occupied orbital energy	-0.356	Eh
E_tot	-346.840165	hartree